# 1
# C19H33CrF12N2O15S4

A structure of composition C19H33CrF12N2O15S4 at a distorted geometry (the ωB97M-V functional and the def2-TZVPD basis, the Open Molecules 2025 dataset).

Structure (ORCA input):
```
! RIJCOSX wB97M-V def2-TZVPD def2/J DEFGRID3
* xyz -2 4
Cr 0.75 0.66 -0.41
C 3.51 -0.24 -3.98
F 3.04 -1.34 -3.41
F 4.77 -0.01 -3.67
F 3.47 -0.43 -5.30
S 2.40 1.25 -3.53
O 3.19 2.44 -3.33
O 1.46 1.33 -4.61
O 1.73 0.75 -2.30
C 4.29 2.22 2.17
F 3.17 2.45 2.87
F 5.15 3.21 2.32
F 4.82 1.06 2.63
S 3.86 2.01 0.29
O 4.92 1.14 -0.25
O 2.55 1.33 0.27
O 3.89 3.37 -0.20
C -1.08 -0.86 -4.09
F -1.17 -0.12 -5.19
F -1.78 -2.00 -4.36
F 0.15 -1.24 -3.78
S -1.91 0.04 -2.57
O -0.71 0.37 -1.77
O -2.61 1.20 -3.04
O -2.68 -1.03 -1.95
C -0.78 5.00 0.04
F 0.05 5.40 1.00
F -1.79 4.32 0.58
F -1.36 6.06 -0.56
S 0.17 3.99 -1.25
O 0.51 2.69 -0.63
O -0.69 3.90 -2.40
O 1.37 4.78 -1.53
C -1.28 0.01 3.83
C -1.82 -0.75 2.58
C -3.27 -1.17 2.92
C -4.36 -0.09 2.89
C -4.31 0.54 1.51
C -2.92 1.17 1.27
N -1.87 0.15 1.38
O -0.58 0.64 1.18
C -2.79 2.36 2.23
C -2.96 1.72 -0.17
C -1.15 -2.04 2.22
H -0.61 -0.66 4.37
H -1.97 0.49 4.53
H -0.82 0.95 3.50
H -3.36 -1.69 3.88
H -3.67 -1.92 2.23
H -4.34 0.62 3.73
H -5.34 -0.57 3.00
H -5.07 1.33 1.50
H -4.65 -0.19 0.78
H -1.80 2.82 2.16
H -2.68 2.01 3.26
H -3.46 3.19 2.00
H -2.01 1.85 -0.67
H -3.66 2.55 -0.18
H -3.48 0.96 -0.76
H -1.16 -2.78 3.03
H -0.07 -1.92 2.08
H -1.61 -2.56 1.39
C 1.87 -0.52 3.01
O 1.77 -0.72 1.62
C 2.42 -1.90 1.20
C 2.34 -1.94 -0.33
N 1.10 -1.39 -0.94
C 0.08 -2.46 -0.81
C 0.23 -3.64 -1.83
O 1.48 -3.59 -2.51
C 1.59 -4.66 -3.41
H 1.57 0.50 3.26
H 2.91 -0.71 3.31
H 1.21 -1.22 3.54
H 1.88 -2.76 1.62
H 3.43 -1.89 1.62
H 2.43 -2.99 -0.61
H 3.21 -1.48 -0.81
H 1.31 -1.44 -1.93
H -0.95 -2.11 -0.94
H 0.03 -2.87 0.20
H -0.51 -3.50 -2.62
H 0.14 -4.56 -1.26
H 1.58 -5.65 -2.95
H 2.49 -4.49 -4.01
H 0.78 -4.72 -4.15
*
```

Values from the calculation:
Relative energy (zero: lowest compared OMol25 entry of this formula, charge and spin)   0.00 kcal/mol
Energy   -5817.58397 a.u.
Gap between HOMO and LUMO (alpha / beta)   6.3 / 6.7 eV
E_LUMO (alpha / beta)   0.1427 / 0.1427 Ha

=====

# 2
# C19H33F3O9S

A cluster of 3 separate species, C19H33F3O9S in total at a distorted geometry (the ωB97M-V functional and the def2-TZVPD basis, the Open Molecules 2025 dataset).

Structure (ORCA input):
```
! RIJCOSX wB97M-V def2-TZVPD def2/J DEFGRID3
* xyz 0 1
O -1.44 1.31 1.77
C -1.05 2.44 1.17
O -0.62 3.67 1.91
C -0.03 4.59 0.92
O 0.70 5.59 1.43
C -0.37 4.12 -0.61
C -0.15 4.87 -2.06
C -0.43 6.49 -2.02
O -1.43 6.80 -0.96
C 0.92 7.42 -1.91
F 1.30 7.78 -0.53
F 2.13 6.86 -2.57
F 0.59 8.70 -2.63
C -0.97 2.77 -0.43
C -1.46 1.81 -1.71
C -0.81 0.31 -1.39
C -0.35 -0.50 -2.74
C 1.27 -0.63 -2.95
S 2.29 0.77 -2.24
O 1.68 2.13 -2.65
O 3.71 0.69 -2.93
O 2.60 0.63 -0.55
H 0.88 4.62 -2.55
H -0.98 4.41 -2.79
H -0.95 6.77 -3.06
H -2.33 6.98 -1.40
H -1.00 2.20 -2.71
H -2.63 1.72 -1.77
H -0.01 0.35 -0.54
H -1.72 -0.31 -0.93
H -0.77 -1.61 -2.64
H -0.92 -0.04 -3.67
H 1.47 -0.63 -4.13
H 1.73 -1.66 -2.57
H 3.38 1.22 -0.31
C -4.11 -2.19 5.67
C -4.08 -2.66 4.23
O -3.88 -1.61 3.29
C -2.66 -0.87 3.42
C -1.42 -1.73 3.27
H -4.89 -1.44 5.82
H -4.30 -3.03 6.35
H -3.16 -1.74 5.97
H -5.05 -3.11 3.99
H -3.33 -3.45 4.08
H -2.65 -0.32 4.36
H -2.67 -0.12 2.62
H -1.36 -2.50 4.04
H -0.52 -1.11 3.33
H -1.42 -2.24 2.30
C 1.68 -5.28 0.82
C 1.70 -5.76 -0.62
O 1.91 -4.70 -1.56
C 3.12 -3.97 -1.43
C 4.37 -4.82 -1.58
H 0.89 -4.53 0.97
H 1.48 -6.13 1.50
H 2.62 -4.83 1.12
H 0.73 -6.21 -0.86
H 2.45 -6.54 -0.77
H 3.13 -3.42 -0.49
H 3.11 -3.21 -2.23
H 4.43 -5.59 -0.81
H 5.26 -4.20 -1.52
H 4.36 -5.33 -2.55
*
```

Values from the calculation:
SMILES string   O=C1OC(=O)C(C[C@@H](O)C(F)(F)F)=C1CCCCS(=O)(=O)O.CCOCC.CCOCC
Energy   -2118.33601 a.u.
Gap between HOMO and LUMO   8.0 eV
E_LUMO   -0.0544 Ha

=====

# 3
# C19H33F6MoNO2P2

A structure of composition C19H33F6MoNO2P2 at a distorted geometry (the ωB97M-V functional and the def2-TZVPD basis, the Open Molecules 2025 dataset).

Structure (ORCA input):
```
! RIJCOSX wB97M-V def2-TZVPD def2/J DEFGRID3
* xyz 0 3
Mo 0.33 0.84 -1.19
P 2.67 0.01 -2.05
P -2.35 0.72 0.53
N -0.44 0.13 -2.58
H 2.20 -1.50 0.76
C 3.21 -1.75 -2.11
H 4.25 -1.85 -2.45
H 2.56 -2.30 -2.80
H 3.12 -2.20 -1.12
C 4.17 0.86 -1.44
H 5.06 0.58 -2.02
H 4.34 0.61 -0.38
H 4.02 1.94 -1.51
C 2.67 0.46 -3.83
H 3.68 0.36 -4.26
H 2.33 1.50 -3.94
H 1.97 -0.19 -4.38
C -3.42 -0.63 1.03
H -4.33 -0.24 1.52
H -2.90 -1.30 1.72
H -3.73 -1.20 0.14
C -2.41 1.95 1.83
H -3.43 2.09 2.20
H -2.06 2.91 1.42
H -1.75 1.67 2.67
C -2.95 1.43 -1.00
H -3.97 1.79 -0.84
H -2.96 0.67 -1.80
H -2.32 2.27 -1.31
C -0.94 0.26 -3.80
C -1.96 -0.68 -5.77
C -1.39 -0.86 -4.52
C -1.06 1.56 -4.34
C -1.64 1.74 -5.58
C -2.08 0.61 -6.29
H -2.32 -1.55 -6.34
H -1.27 -1.86 -4.05
H -0.68 2.40 -3.71
H -1.73 2.75 -5.97
H -2.54 0.77 -7.27
C 2.30 -0.04 1.77
O 1.88 0.71 0.87
C 2.32 -1.55 1.80
H 2.95 -1.87 2.59
H 3.12 -2.11 1.10
H 1.37 -2.07 2.08
C 2.94 0.51 3.01
H 2.41 0.08 3.88
H 2.85 1.60 3.04
H 4.00 0.22 3.07
C -2.62 -0.99 4.55
C -1.19 -0.79 4.76
O -0.93 0.14 0.44
C -0.64 0.53 5.05
F 0.30 0.54 6.02
F -0.06 1.10 3.94
F -1.63 1.38 5.44
C -0.30 -1.94 4.56
F -0.58 -2.99 5.38
F -0.42 -2.44 3.27
F 1.02 -1.65 4.73
H -3.02 -0.32 3.75
H -3.20 -0.81 5.47
H -2.81 -2.04 4.23
*
```

Values from the calculation:
Relative energy (zero: lowest compared OMol25 entry of this formula, charge and spin)   132.29 kcal/mol
Energy   -2298.82839 a.u.
Gap between HOMO and LUMO (alpha / beta)   4.7 / 4.6 eV
E_LUMO (alpha / beta)   -0.0182 / -0.0236 Ha

=====

# 4
# C19H33IrN5O2PS2

A structure of composition C19H33IrN5O2PS2 at a distorted geometry (the ωB97M-V functional and the def2-TZVPD basis, the Open Molecules 2025 dataset).

Structure (ORCA input):
```
! RIJCOSX wB97M-V def2-TZVPD def2/J DEFGRID3
* xyz 2 1
Ir 0.25 0.36 -0.93
C 3.35 0.32 1.73
C 1.87 0.21 1.38
N 1.58 -0.50 0.18
C 2.41 -1.53 -0.41
C 1.49 -2.32 -1.34
N 0.48 -1.46 -2.08
C 0.77 -1.30 -3.52
C 1.74 -0.16 -3.77
N 1.22 1.07 -3.16
C 0.15 1.77 -3.93
C -1.21 1.78 -3.20
N -0.90 1.88 -1.78
C -1.09 2.94 -1.07
C -1.87 4.13 -1.52
C -0.39 2.91 0.25
C -0.37 3.87 1.23
C 0.47 3.67 2.33
C 1.23 2.52 2.44
C 1.17 1.58 1.42
N 0.38 1.82 0.38
H 3.89 0.80 0.92
H 3.77 -0.67 1.90
H 3.49 0.90 2.64
H 2.84 -2.21 0.32
H 3.24 -1.08 -0.97
H 0.92 -3.02 -0.73
H 2.10 -2.89 -2.05
H -0.40 -1.95 -2.01
H -0.17 -1.09 -4.03
H 1.18 -2.22 -3.93
H 1.89 -0.04 -4.85
H 2.71 -0.37 -3.32
H 1.98 1.71 -2.98
H 0.02 1.30 -4.90
H 0.47 2.80 -4.09
H -1.74 0.85 -3.36
H -1.82 2.60 -3.58
H -2.84 3.82 -1.91
H -1.35 4.66 -2.32
H -2.03 4.83 -0.71
H -0.99 4.75 1.17
H 0.51 4.42 3.11
H 1.85 2.35 3.31
C -3.17 -1.35 4.76
C -1.91 -0.81 4.14
O -2.02 -0.95 2.69
P -0.88 -1.01 1.62
S -1.88 -0.55 -0.10
S 0.95 -0.69 2.76
O -0.48 -2.53 1.38
C -1.45 -3.61 1.53
C -1.13 -4.69 0.54
H -3.09 -1.32 5.84
H -3.34 -2.38 4.45
H -4.03 -0.75 4.46
H -1.03 -1.35 4.49
H -1.78 0.25 4.35
H -2.46 -3.22 1.38
H -1.37 -3.98 2.55
H -1.35 -4.38 -0.48
H -1.73 -5.58 0.76
H -0.08 -4.98 0.61
*
```

Values from the calculation:
Relative energy (zero: lowest compared OMol25 entry of this formula, charge and spin)   50.56 kcal/mol
Energy   -2409.67649 a.u.
Gap between HOMO and LUMO (alpha / beta)   6.3 / 6.3 eV
E_LUMO (alpha / beta)   -0.2460 / -0.2460 Ha

=====

# 5
# C19H34BINO11S3

A cluster of 2 separate species, C19H34BINO11S3 in total at a distorted geometry (the ωB97M-V functional and the def2-TZVPD basis, the Open Molecules 2025 dataset).

Structure (ORCA input):
```
! RIJCOSX wB97M-V def2-TZVPD def2/J DEFGRID3
* xyz 1 1
C 7.50 -2.12 -0.67
O 7.89 -2.36 -2.09
B 7.06 -1.42 -2.88
O 7.26 0.04 -2.59
C 5.98 -1.81 -4.05
I 4.74 0.02 -4.28
O 6.74 -1.79 -5.32
S 6.33 -3.17 -6.22
O 7.62 -3.78 -6.84
O 5.06 -3.07 -7.11
O 5.84 -4.12 -4.89
C 5.12 -3.20 -3.96
S 5.13 -4.18 -2.37
C 3.52 -5.06 -2.04
C 2.29 -4.64 -3.09
O 2.46 -4.97 -4.37
O 1.12 -3.99 -2.48
C 0.49 -3.00 -3.37
C 1.37 -1.63 -3.31
C 2.19 -1.47 -1.86
O 0.69 -0.40 -3.73
C -0.55 -0.13 -3.00
O -1.70 -0.13 -3.73
C -0.72 0.20 -1.40
S -2.19 1.32 -1.00
H 6.47 -1.56 -0.57
H 8.32 -1.46 -0.10
H 7.50 -3.17 -0.11
H 7.67 0.47 -3.42
H 4.09 -2.93 -4.44
H 3.18 -4.76 -0.94
H 3.67 -6.25 -1.99
H 0.44 -3.33 -4.51
H -0.63 -2.91 -3.02
H 2.25 -1.79 -4.10
H 1.55 -1.80 -0.94
H 3.19 -2.08 -1.98
H 2.52 -0.32 -1.81
H 0.30 0.56 -0.88
H -0.97 -0.84 -0.87
H -2.00 1.64 0.39
C -3.70 4.79 4.05
C -4.58 3.91 3.12
C -6.08 4.10 3.48
C -6.49 3.41 4.78
C -6.08 1.94 4.77
C -4.58 1.72 4.44
N -4.14 2.48 3.22
O -4.64 1.79 2.10
C -3.72 2.14 5.66
C -4.31 0.19 4.33
C -4.34 4.52 1.70
H -3.52 5.79 3.63
H -4.15 4.97 5.03
H -2.71 4.35 4.21
H -6.71 3.71 2.67
H -6.32 5.17 3.56
H -6.05 3.92 5.64
H -7.58 3.48 4.90
H -6.33 1.49 5.74
H -6.70 1.41 4.03
H -2.65 2.09 5.43
H -3.90 1.48 6.52
H -3.94 3.15 6.03
H -4.95 -0.30 3.58
H -4.52 -0.32 5.28
H -3.27 -0.01 4.07
H -3.30 4.41 1.40
H -4.59 5.59 1.68
H -4.97 4.05 0.93
*
```

Values from the calculation:
Energy   -3143.18123 a.u.
Gap between HOMO and LUMO   2.9 eV
E_LUMO   -0.3028 Ha

=====

# 6
# C19H34BrCaN6O4

A structure of composition C19H34BrCaN6O4 at a distorted geometry (the ωB97M-V functional and the def2-TZVPD basis, the Open Molecules 2025 dataset).

Structure (ORCA input):
```
! RIJCOSX wB97M-V def2-TZVPD def2/J DEFGRID3
* xyz 1 1
Ca 0.82 -1.63 0.03
N 3.83 -1.30 -0.20
N 4.35 -1.36 1.12
C 3.51 -1.46 2.17
N 4.00 -1.50 3.40
N 2.23 -1.49 1.79
N 1.20 -1.59 2.72
O 1.35 -1.62 3.91
O 0.08 -1.63 2.14
H 4.38 -1.90 -0.79
H 3.86 -0.34 -0.53
H 5.33 -1.20 1.28
H 4.99 -1.45 3.56
H 3.36 -1.52 4.17
C -4.96 2.93 -1.95
C -4.12 3.27 -0.71
C -4.90 2.88 0.55
C -3.90 4.79 -0.69
C -2.80 2.51 -0.75
C -2.80 1.13 -0.94
C -1.60 0.46 -0.93
Br -1.67 -1.47 -1.23
C -0.33 1.05 -0.74
O 0.76 0.29 -0.69
C -0.33 2.45 -0.58
C -1.56 3.11 -0.59
C 0.93 3.34 -0.43
C 2.28 2.61 -0.36
C 1.00 4.30 -1.63
C 0.80 4.15 0.86
H -5.87 3.53 -1.97
H -5.27 1.88 -1.96
H -4.40 3.12 -2.87
H -5.88 3.36 0.57
H -4.35 3.17 1.45
H -5.06 1.80 0.59
H -4.87 5.29 -0.71
H -3.33 5.13 -1.55
H -3.39 5.12 0.22
H -3.72 0.58 -1.09
H -1.54 4.19 -0.46
H 2.48 2.03 -1.26
H 2.34 1.94 0.49
H 3.06 3.37 -0.25
H 1.11 3.74 -2.56
H 1.86 4.96 -1.52
H 0.10 4.92 -1.71
H 0.72 3.50 1.73
H -0.08 4.81 0.86
H 1.68 4.79 1.00
C 2.65 -6.00 -1.08
N 1.37 -6.02 -0.36
C 0.80 -7.35 -0.16
C 0.76 -4.89 -0.03
C -0.59 -4.97 0.63
O 1.28 -3.77 -0.27
H 3.43 -6.43 -0.46
H 2.91 -4.98 -1.34
H 2.55 -6.59 -1.99
H 1.60 -8.03 0.11
H 0.33 -7.71 -1.08
H 0.07 -7.35 0.64
H -1.32 -5.47 -0.01
H -0.96 -3.97 0.86
H -0.54 -5.52 1.57
*
```

Values from the calculation:
Relative energy (zero: lowest compared OMol25 entry of this formula, charge and spin)   13.42 kcal/mol
Energy   -4625.34560 a.u.
Gap between HOMO and LUMO   6.2 eV
E_LUMO   -0.1256 Ha

=====

# 7
# C19H34ClO22

A cluster of 9 separate species, C19H34ClO22 in total at a distorted geometry (the ωB97M-V functional and the def2-TZVPD basis, the Open Molecules 2025 dataset).

Structure (ORCA input):
```
! RIJCOSX wB97M-V def2-TZVPD def2/J DEFGRID3
* xyz -1 1
Cl 26.47 9.90 -2.98
O 25.67 9.11 -3.87
O 25.71 11.04 -2.53
O 26.98 9.18 -1.84
O 27.56 10.41 -3.81
C 23.11 7.02 -3.01
C 21.62 7.36 -2.78
O 20.96 6.15 -3.08
C 21.79 5.31 -3.72
O 21.49 4.25 -4.15
O 23.03 5.86 -3.84
H 23.60 6.76 -2.08
H 23.63 7.84 -3.51
H 21.34 8.19 -3.43
H 21.48 7.70 -1.75
C 25.29 8.78 -7.24
C 24.66 7.49 -6.66
O 23.64 7.17 -7.62
C 23.56 8.11 -8.58
O 22.83 8.07 -9.51
O 24.39 9.14 -8.30
H 26.28 8.59 -7.65
H 25.29 9.61 -6.54
H 24.16 7.61 -5.70
H 25.42 6.73 -6.71
C 27.78 6.27 0.15
C 28.66 6.42 1.39
O 28.17 5.41 2.25
C 26.88 5.13 1.90
O 26.14 4.52 2.59
O 26.60 5.64 0.69
H 28.21 5.51 -0.49
H 27.52 7.22 -0.31
H 28.52 7.38 1.90
H 29.72 6.32 1.13
C 29.38 7.00 -2.92
C 30.48 7.91 -2.32
O 31.44 7.00 -1.75
C 31.14 5.73 -2.11
O 31.77 4.77 -1.81
O 30.01 5.70 -2.85
H 29.35 7.29 -3.97
H 28.47 6.97 -2.35
H 30.09 8.52 -1.50
H 31.02 8.47 -3.07
C 27.74 13.79 -4.40
C 27.28 14.06 -2.97
O 26.66 15.35 -3.05
C 26.89 15.90 -4.26
O 26.51 16.97 -4.60
O 27.63 15.07 -5.03
H 27.15 13.04 -4.91
H 28.77 13.43 -4.43
H 28.14 14.13 -2.30
H 26.60 13.32 -2.56
O 22.59 10.52 -2.00
H 23.53 10.58 -1.83
H 22.53 10.52 -2.96
C 30.28 11.54 -1.92
C 29.69 12.04 -0.61
O 30.62 12.85 0.12
H 29.63 10.73 -2.25
H 31.31 11.23 -1.76
H 30.29 12.26 -2.74
H 29.41 11.16 -0.02
H 28.84 12.69 -0.74
H 31.39 12.34 0.39
C 23.73 12.31 -6.39
C 24.00 12.55 -4.90
O 22.98 13.33 -4.27
H 24.64 12.51 -6.96
H 23.00 13.02 -6.79
H 23.41 11.30 -6.62
H 24.94 13.08 -4.77
H 24.04 11.60 -4.38
H 22.26 12.75 -4.03
*
```

Values from the calculation:
Relative energy (zero: lowest compared OMol25 entry of this formula, charge and spin)   0.00 kcal/mol
Energy   -2859.74185 a.u.
Gap between HOMO and LUMO   10.3 eV
E_LUMO   0.0694 Ha

=====

Question: Look up the energy of the sixth one.
Answer: -4625.34560 a.u.

=====

Question: Which of these has the lowest energy?
Answer: C19H33CrF12N2O15S4

=====

Question: Which value of energy does entry 3 give?
Answer: -2298.82839 a.u.